[1]
{
  "formula": "C7H10",
  "method": "wB97M-V/def2-TZVPD",
  "elements": ["C", "C", "C", "C", "C", "C", "C", "H", "H", "H", "H", "H", "H", "H", "H", "H", "H"],
  "positions_angstrom": [[1.62895, 0.84843, 0.69774], [1.50647, -0.73874, 0.31521], [0.54520, -0.91121, -0.87696], [-0.46610, -0.09487, -0.08708], [-1.91590, -0.36246, 0.03345], [-1.42088, 0.86608, -0.69690], [0.45584, 0.05682, 1.09358], [1.56697, 1.58886, -0.10196], [2.21063, 1.24499, 1.55090], [2.36751, -1.39886, 0.41183], [0.13161, -1.90376, -1.13473], [0.94457, -0.47127, -1.79306], [-2.32505, -1.19804, -0.52380], [-2.35254, -0.20328, 1.01709], [-1.46881, 0.84507, -1.78429], [-1.55128, 1.84603, -0.25106], [0.14281, -0.01379, 2.13005]],
  "smiles": "C1[C@@H]2CC3(CC3)[C@H]12",
  "energy_ev": -7418.029,
  "lumo_ev": 1.16,
  "homo_lumo_gap_ev": 10.421
}

=====

[2]
{
  "formula": "C7H10",
  "method": "wB97M-V/def2-TZVPD",
  "elements": ["C", "C", "C", "C", "C", "C", "C", "H", "H", "H", "H", "H", "H", "H", "H", "H", "H"],
  "positions_angstrom": [[-2.39770, 0.62688, 0.35679], [-1.21446, 0.53709, 0.96008], [-0.15705, -0.38058, 0.47730], [-0.43570, -1.66688, 0.27977], [1.04747, 0.16284, -0.20466], [2.25657, -0.30507, 0.10344], [0.86203, 0.85174, -1.54432], [-3.08196, 1.43703, 0.57266], [-2.79896, -0.23030, -0.16905], [-0.94558, 1.32129, 1.66239], [-1.31373, -2.05358, 0.79250], [-0.08830, -2.30569, -0.51823], [2.43758, -0.78762, 1.05626], [3.05352, -0.52454, -0.59916], [0.01756, 1.53901, -1.48312], [0.62940, 0.12838, -2.32884], [1.76127, 1.40078, -1.80843]],
  "smiles": "C=CC(=C)C(=C)C",
  "energy_ev": -7418.372,
  "lumo_ev": 1.03,
  "homo_lumo_gap_ev": 10.167
}

=====

[3]
{
  "formula": "C7H10",
  "method": "wB97M-V/def2-TZVPD",
  "elements": ["C", "C", "C", "C", "C", "C", "C", "H", "H", "H", "H", "H", "H", "H", "H", "H", "H"],
  "positions_angstrom": [[-2.02408, 0.05837, 1.91016], [-1.57477, 0.75743, 1.03855], [-0.78917, 1.44312, 0.00491], [0.62179, 0.87085, 0.09206], [1.48715, 0.37995, -1.03246], [0.95161, -0.59426, -0.01539], [0.00668, -1.66875, -0.51296], [-2.38951, -0.58575, 2.67707], [-1.25126, 1.32735, -0.98254], [-0.75480, 2.52282, 0.20306], [1.18293, 1.35982, 0.88535], [2.53488, 0.66647, -1.03932], [1.04819, 0.27765, -2.02316], [1.62657, -0.94345, 0.76399], [0.60051, -2.46736, -0.97511], [-0.59641, -2.11367, 0.28466], [-0.68034, -1.29060, -1.27886]],
  "smiles": "C#CC[C@@H]1C[C@@H]1C",
  "energy_ev": -7418.377,
  "lumo_ev": 1.12,
  "homo_lumo_gap_ev": 10.896
}

=====

[4]
{
  "formula": "C7H10",
  "method": "wB97M-V/def2-TZVPD",
  "elements": ["C", "C", "C", "C", "C", "C", "C", "H", "H", "H", "H", "H", "H", "H", "H", "H", "H"],
  "positions_angstrom": [[1.64336, -1.10581, -0.06804], [0.37109, -0.28526, -0.06191], [-1.01284, -0.88777, 0.27367], [-1.07341, 1.24489, -0.91142], [-1.10496, 1.11259, 0.54435], [0.28242, 0.78059, 1.02822], [-0.11646, 0.39221, -1.32620], [1.77728, -1.64405, 0.87883], [1.69149, -1.82257, -0.89168], [2.48916, -0.41458, -0.16341], [-0.91903, -1.85318, 0.80019], [-1.78575, -1.02018, -0.46953], [-1.88955, 1.70050, -1.46531], [-1.68686, 1.87230, 1.08122], [0.19387, 0.34973, 2.03152], [1.05434, 1.56167, 1.03996], [0.08584, 0.01895, -2.32044]],
  "energy_ev": -7417.294,
  "lumo_ev": 0.96,
  "homo_lumo_gap_ev": 9.403
}

=====

[5]
{
  "formula": "C7H10",
  "method": "wB97M-V/def2-TZVPD",
  "elements": ["C", "C", "C", "C", "C", "C", "C", "H", "H", "H", "H", "H", "H", "H", "H", "H", "H"],
  "positions_angstrom": [[-2.45425, 0.01126, -0.31412], [-1.44235, 0.39994, 0.46657], [-0.02227, 0.36144, 0.11328], [0.60445, -0.36819, -0.83616], [2.03939, -0.07197, -0.81598], [2.29471, 0.82891, 0.14831], [1.01099, 1.19143, 0.83386], [-3.48286, 0.05949, 0.03106], [-2.29012, -0.35595, -1.32473], [-1.67016, 0.79362, 1.45801], [0.13420, -1.08301, -1.50465], [2.76825, -0.52368, -1.48139], [3.26090, 1.24467, 0.41188], [0.79121, 2.26555, 0.75037], [1.03543, 0.96078, 1.90862], [-1.47919, -2.55414, 0.18042], [-1.09832, -3.16015, -0.02535]],
  "smiles": "C=CC1=CC=CC1.[H][H]",
  "energy_ev": -7418.820,
  "lumo_ev": 0.77,
  "homo_lumo_gap_ev": 8.819
}

=====

[6]
{
  "formula": "C7H10",
  "method": "wB97M-V/def2-TZVPD",
  "elements": ["C", "C", "C", "C", "C", "C", "C", "H", "H", "H", "H", "H", "H", "H", "H", "H", "H"],
  "positions_angstrom": [[-2.04419, 0.22517, -0.12824], [-0.60015, 0.26437, -0.17925], [0.46431, 1.39629, -0.31959], [1.71830, 0.86750, -0.26647], [1.32845, -0.66566, 0.07892], [0.23783, -0.37683, 1.03009], [0.37407, -0.82077, -0.97241], [-2.47809, 0.68568, -0.90822], [-2.45939, 0.57856, 0.93690], [-2.52717, -0.71439, -0.04108], [-0.05936, 2.31000, 0.04760], [2.56324, 1.38222, 0.25281], [2.29831, -1.22429, 0.34232], [-0.02630, -1.40439, 1.43970], [0.59671, 0.17171, 1.84818], [0.94168, -0.86176, -2.06325], [-0.32825, -1.81341, -1.09800]],
  "smiles": "C[C@]12C=C[C@H](C1)C2",
  "energy_ev": -7415.649,
  "lumo_ev": 1.03,
  "homo_lumo_gap_ev": 9.670
}

=====

[7]
{
  "formula": "C7H10",
  "method": "wB97M-V/def2-TZVPD",
  "elements": ["C", "C", "C", "C", "C", "C", "C", "H", "H", "H", "H", "H", "H", "H", "H", "H", "H"],
  "positions_angstrom": [[2.18964, 1.33717, 1.17926], [1.80452, 0.45113, 0.45948], [1.43919, -0.66137, -0.43160], [-0.02550, -1.10676, -0.48295], [-1.04385, -0.44191, -1.37080], [-1.23457, -0.42933, 0.11905], [-1.22520, 0.87963, 0.87430], [2.48663, 2.14160, 1.81711], [1.77433, -0.41329, -1.44773], [2.04312, -1.52793, -0.12870], [-0.10726, -2.19184, -0.47200], [-1.67832, -1.06428, -1.99679], [-0.75794, 0.50576, -1.82279], [-1.97041, -1.13814, 0.49621], [-2.22580, 1.32596, 0.83884], [-0.94960, 0.73987, 1.92496], [-0.51899, 1.59373, 0.44413]],
  "smiles": "C#CC[C@@H]1C[C@@H]1C",
  "energy_ev": -7418.347,
  "lumo_ev": 1.10,
  "homo_lumo_gap_ev": 10.863
}

=====

[8]
{
  "formula": "C7H10",
  "method": "wB97M-V/def2-TZVPD",
  "elements": ["C", "C", "C", "C", "C", "C", "C", "H", "H", "H", "H", "H", "H", "H", "H", "H", "H"],
  "positions_angstrom": [[1.61532, -1.32484, -0.00444], [0.53357, -0.28863, -0.21769], [-0.91567, -0.78303, -0.33544], [-1.65900, 0.54762, -0.41089], [-0.82047, 1.56875, 0.29682], [0.43260, 0.85728, 0.79932], [-0.94307, 1.60489, -1.19680], [1.49585, -1.86834, 0.93907], [1.60613, -2.04794, -0.82718], [2.59871, -0.84224, -0.00542], [-1.22590, -1.36948, 0.54383], [-1.07015, -1.39852, -1.22762], [-2.74247, 0.57212, -0.50832], [-1.19285, 2.45779, 0.80160], [0.30059, 0.48543, 1.82769], [1.31612, 1.50368, 0.78153], [0.74075, 0.20778, -1.18395]],
  "energy_ev": -7416.831,
  "lumo_ev": -0.16,
  "homo_lumo_gap_ev": 8.514
}

=====

[9]
{
  "formula": "C7H10",
  "method": "wB97M-V/def2-TZVPD",
  "elements": ["C", "C", "C", "C", "C", "C", "C", "H", "H", "H", "H", "H", "H", "H", "H", "H", "H"],
  "positions_angstrom": [[-2.01770, 0.41056, -0.81287], [-1.31916, -0.71032, -0.64973], [0.18794, -0.83765, -0.58339], [0.53669, -1.23481, 0.84626], [0.90287, -0.17178, 1.55855], [0.92267, 1.07811, 0.70828], [0.95150, 0.49210, -0.71482], [-3.10235, 0.41025, -0.75888], [-1.54346, 1.37167, -0.99254], [-1.86300, -1.63796, -0.46607], [0.52440, -1.58128, -1.31833], [0.39832, -2.24230, 1.23046], [1.11272, -0.17220, 2.62452], [0.00277, 1.65771, 0.87704], [1.76679, 1.74215, 0.91898], [0.54866, 1.15830, -1.48400], [1.99034, 0.26743, -0.98347]],
  "smiles": "C=C[C@@H]1C=CCC1",
  "energy_ev": -7419.949,
  "lumo_ev": 1.18,
  "homo_lumo_gap_ev": 10.342
}

=====

[10]
{
  "formula": "C7H10",
  "method": "wB97M-V/def2-TZVPD",
  "elements": ["C", "C", "C", "C", "C", "C", "C", "H", "H", "H", "H", "H", "H", "H", "H", "H", "H"],
  "positions_angstrom": [[-1.53736, -2.52502, 0.90203], [-0.63884, -1.98111, 0.30889], [0.48633, -1.31775, -0.38195], [0.11436, -0.04227, -1.13276], [1.01789, 1.28806, -0.91715], [-0.33491, 1.15064, -0.35477], [-0.36479, 1.11124, 1.16265], [-2.34258, -3.00616, 1.41702], [1.24843, -1.08985, 0.37246], [0.93014, -2.03935, -1.07535], [0.60118, 0.14124, -2.09398], [1.10390, 1.98406, -1.76107], [1.91023, 1.17319, -0.32613], [-1.11366, 1.77335, -0.78108], [-0.26621, 2.14384, 1.51800], [-1.28860, 0.68734, 1.55668], [0.47448, 0.54855, 1.58650]],
  "smiles": "C#CC[C@@H]1C[C@@H]1C",
  "energy_ev": -7416.802,
  "lumo_ev": 1.09,
  "homo_lumo_gap_ev": 9.792
}

=====

[11]
{
  "formula": "C7H10",
  "method": "wB97M-V/def2-TZVPD",
  "elements": ["C", "C", "C", "C", "C", "C", "C", "H", "H", "H", "H", "H", "H", "H", "H", "H", "H"],
  "positions_angstrom": [[1.29991, -0.91560, 3.31290], [1.39894, -0.80081, 1.99142], [0.50039, 0.03310, 1.18945], [0.21810, -0.18796, -0.10314], [-0.70604, 0.74813, -0.84368], [-1.13092, 0.14556, -2.19767], [-1.45552, 0.90366, -3.24525], [0.49729, -0.38260, 3.81461], [1.80598, -1.61500, 3.96334], [2.14129, -1.31175, 1.38328], [0.23523, 1.01634, 1.57764], [0.56311, -1.11702, -0.54167], [-0.33530, 1.76541, -0.95268], [-1.61477, 0.81143, -0.23308], [-0.92994, -0.91392, -2.13755], [-1.67289, 0.40303, -4.17794], [-1.61355, 1.94921, -3.02358]],
  "smiles": "C=C/C=C/CC=C",
  "energy_ev": -7418.704,
  "lumo_ev": 1.07,
  "homo_lumo_gap_ev": 9.779
}

=====

[12]
{
  "formula": "C7H10",
  "method": "wB97M-V/def2-TZVPD",
  "elements": ["C", "C", "C", "C", "C", "C", "C", "H", "H", "H", "H", "H", "H", "H", "H", "H", "H"],
  "positions_angstrom": [[1.50246, 0.80136, 0.71628], [1.56638, -0.62657, 0.24481], [0.58284, -0.92882, -0.88232], [-0.50149, -0.19377, -0.08164], [-1.98793, -0.31920, -0.07879], [-1.33555, 0.94323, -0.60081], [0.41496, -0.12143, 1.13246], [1.37853, 1.60465, -0.01543], [2.23412, 0.95542, 1.51036], [2.59936, -0.90798, 0.31089], [0.32294, -1.99316, -0.95104], [0.87805, -0.55089, -1.86729], [-2.49404, -0.99158, -0.77042], [-2.46157, -0.26983, 0.90108], [-1.35321, 1.10042, -1.68140], [-1.40865, 1.86798, -0.02811], [0.06280, -0.36981, 2.14138]],
  "smiles": "C1[C@@H]2CC3(CC3)[C@H]12",
  "energy_ev": -7418.104,
  "lumo_ev": 1.17,
  "homo_lumo_gap_ev": 10.645
}